Arrangement P

C26H32N11NaO2PS3 | ωB97M-V/def2-TZVPD

Summary:
charge = -1
HOMO energy = -4.651 eV

```
76
C26H32N11NaO2PS3 ωB97M-V/def2-TZVPD
Na 0.11579 0.40822 0.62770
N -3.04153 -0.85702 4.07064
C -2.26664 -0.68695 2.94793
S -0.56567 -0.83761 3.15201
N -2.97377 -0.42067 1.86517
N -2.21949 -0.20546 0.75894
C -2.86688 -0.00867 -0.32321
C -2.15934 0.17729 -1.59226
C -2.87333 0.53717 -2.73449
C -2.19871 0.68705 -3.93142
C -0.83092 0.46573 -3.96309
C -0.19666 0.11386 -2.77885
N -0.83468 -0.02518 -1.62217
H -2.60021 -1.33755 4.83416
H -4.01980 -1.02909 3.90120
H -3.95759 0.00467 -0.32862
H -3.94107 0.70118 -2.66644
H -2.73262 0.97516 -4.82872
H -0.26018 0.56911 -4.87567
H 0.87170 -0.07310 -2.74690
O -0.10575 4.33494 -1.81636
C 0.69740 5.13923 -1.10313
C 0.81756 6.47467 -1.49818
C 1.63433 7.33983 -0.79716
C 2.34884 6.89398 0.31150
C 2.23366 5.57151 0.70172
C 1.41698 4.67680 0.01348
C 1.30552 3.24307 0.42990
O 0.47553 2.50534 -0.19303
N 2.09940 2.87146 1.41485
N 2.01871 1.51263 1.65517
C 2.61636 1.14539 2.70790
S 3.32414 2.27630 3.87648
C 3.81429 0.98066 5.05927
C 2.92937 -0.23923 4.85386
S 2.86732 -0.55797 3.07646
H -0.05912 3.45031 -1.34043
H 0.25225 6.80206 -2.36156
H 1.71514 8.37290 -1.11548
H 2.98660 7.57258 0.86344
H 2.77710 5.19317 1.55742
H 3.69438 1.38694 6.06424
H 4.86196 0.71868 4.90847
H 1.91164 -0.06521 5.20465
H 3.33766 -1.12114 5.34710
N 4.30983 0.28049 0.07739
C 4.16536 1.35383 -0.76836
C 3.34175 0.91958 -1.76216
N 2.95686 -0.38131 -1.52919
C 3.54402 -0.72537 -0.40849
H 4.71639 0.29974 0.99765
H 4.61334 2.31006 -0.56658
H 2.98460 1.47714 -2.61250
H 3.42156 -1.67711 0.08918
C 2.22343 -4.37709 -0.49700
N 1.83082 -3.43658 0.54582
C 1.45439 -4.18155 1.74396
N 0.41359 -5.18277 1.51114
C 0.85259 -6.06634 0.43724
N 1.21015 -5.38609 -0.80681
C 0.02922 -4.76600 -1.42120
P -0.82923 -3.49053 -0.36376
C 0.72251 -2.57921 0.09972
C -0.86154 -4.53446 1.17937
H 3.12403 -4.90108 -0.16255
H 2.46062 -3.81790 -1.40530
H 1.10685 -3.47503 2.50085
H 2.34464 -4.69854 2.11584
H 0.06108 -6.79051 0.22756
H 1.73601 -6.60816 0.78775
H -0.68650 -5.55318 -1.67786
H 0.33014 -4.29227 -2.36002
H 0.46062 -1.92211 0.93317
H 1.06004 -1.96549 -0.73944
H -1.63552 -5.30152 1.08160
H -1.14712 -3.88139 2.00899
```

=====

Arrangement Q

C26H32N11NaO2PS3 | ωB97M-V/def2-TZVPD

Summary:
charge = -1
HOMO energy = -4.458 eV

```
76
C26H32N11NaO2PS3 ωB97M-V/def2-TZVPD
Na -0.11294 -0.21163 0.32155
N 1.87698 1.80622 3.97693
C 1.43530 1.45112 2.71998
S 2.12955 0.02434 2.03042
N 0.54873 2.32146 2.25521
N 0.00815 2.00465 1.03134
C -0.80796 2.89436 0.61537
C -1.62784 2.70194 -0.60385
C -2.73436 3.52410 -0.79662
C -3.56902 3.28515 -1.87640
C -3.26990 2.24193 -2.73532
C -2.13122 1.49061 -2.47597
N -1.32211 1.70970 -1.44562
H 2.32750 1.07157 4.49342
H 1.27879 2.44392 4.47618
H -0.99750 3.77344 1.22942
H -2.93803 4.32087 -0.09115
H -4.44764 3.89951 -2.03597
H -3.90307 1.99981 -3.57800
H -1.86045 0.66032 -3.12156
O -0.40681 -2.82844 -3.15567
C -1.73008 -3.03842 -3.24503
C -2.18984 -3.88901 -4.25522
C -3.54391 -4.10828 -4.42111
C -4.46994 -3.48780 -3.58410
C -4.01220 -2.65669 -2.57657
C -2.65122 -2.42197 -2.37691
C -2.17834 -1.52372 -1.26524
O -0.92721 -1.31715 -1.16665
N -3.13654 -1.01988 -0.51240
N -2.62101 -0.22635 0.51461
C -3.54589 0.40013 1.11030
S -5.23762 0.26980 0.61114
C -5.74392 1.70038 1.59210
C -4.97651 1.68483 2.90345
S -3.23384 1.42867 2.52133
H -0.30609 -2.14265 -2.42599
H -1.45676 -4.35428 -4.90227
H -3.88404 -4.76520 -5.21380
H -5.53160 -3.65419 -3.71585
H -4.70171 -2.16475 -1.90215
H -6.82093 1.63579 1.75410
H -5.52479 2.61620 1.03985
H -5.34885 0.89683 3.55890
H -5.05645 2.64292 3.41891
N -2.06805 -3.53532 3.39978
C -0.74445 -3.64594 3.77567
C -0.05715 -2.87082 2.89201
N -0.92396 -2.29420 1.98375
C -2.11407 -2.71177 2.32136
H -2.85586 -3.97675 3.83696
H -0.43441 -4.23694 4.61938
H 0.99843 -2.65620 2.86513
H -3.03284 -2.45516 1.81461
C 3.58092 1.00767 -4.50979
N 2.57531 1.86985 -3.89534
C 3.25863 2.80699 -3.00335
N 4.11180 2.17548 -1.99935
C 5.05758 1.29898 -2.68270
N 4.44316 0.30080 -3.56145
C 3.66702 -0.67875 -2.78239
P 2.29268 0.04929 -1.76070
C 1.58607 1.07298 -3.15043
C 3.31153 1.41900 -1.01861
H 4.22136 1.63156 -5.13937
H 3.07888 0.27370 -5.14377
H 2.51084 3.41800 -2.49468
H 3.88499 3.45970 -3.61771
H 5.66567 0.78507 -1.93546
H 5.71415 1.92086 -3.29751
H 4.34654 -1.22444 -2.12260
H 3.23522 -1.41407 -3.46610
H 0.82078 1.73174 -2.73343
H 1.07650 0.39946 -3.84562
H 3.96902 0.99380 -0.25943
H 2.64106 2.09450 -0.48276
```

=====

The calculated energies rank the structures as follows, beginning with the most stable: arrangement P, arrangement Q.

=====

Arrangement P

C9H28O5 | ωB97M-V/def2-TZVPD

Summary:
HOMO energy = -10.076 eV
SMILES = CC(C)O.CC(C)O.CC(C)O.O.O

```
42
C9H28O5 ωB97M-V/def2-TZVPD
C 3.58526 3.20689 -0.98335
C 2.15327 2.93686 -1.45478
C 1.63432 4.10946 -2.28333
O 2.06287 1.70977 -2.14848
H 3.52212 4.03665 -0.28322
H 4.25638 3.45139 -1.81191
H 4.06234 2.31461 -0.57593
H 1.58246 2.79861 -0.52627
H 1.63826 5.10347 -1.83610
H 0.57565 3.96321 -2.52426
H 2.22169 4.13365 -3.20268
H 1.23142 1.67985 -2.63213
C 2.03154 -2.31791 0.75241
C 2.23023 -3.66156 0.01335
C 0.90694 -4.22124 -0.46721
O 3.14632 -3.34788 -1.05557
H 1.51853 -1.53263 0.19964
H 2.96156 -1.91341 1.15152
H 1.48366 -2.57212 1.67192
H 2.83522 -4.36550 0.58756
H 0.28320 -3.35710 -0.72257
H 0.35666 -4.66432 0.36582
H 0.97200 -4.90187 -1.31115
H 2.84001 -2.57922 -1.54614
C -1.70765 0.38082 -0.53595
C -2.24334 0.24485 0.86233
C -1.20811 -0.19801 1.90526
O -2.62037 1.59279 1.31501
H -0.71239 0.85180 -0.57931
H -2.23451 1.02585 -1.24063
H -1.47401 -0.57657 -1.01189
H -3.18964 -0.28219 0.96221
H -0.63936 0.67648 2.20813
H -0.57390 -1.01888 1.55964
H -1.71482 -0.63182 2.76830
H -1.84120 2.14939 1.22276
O -5.01466 0.48365 2.72373
H -4.32935 0.96109 2.23010
H -5.82978 0.65445 2.23820
O -4.75401 -2.36811 1.57423
H -4.73942 -2.37422 0.61112
H -5.26538 -1.58102 1.80963
```

=====

Arrangement Q

C9H28O5 | ωB97M-V/def2-TZVPD

Summary:
HOMO energy = -9.827 eV
SMILES = CC(C)O.CC(C)O.CC(C)O.O.O

```
42
C9H28O5 ωB97M-V/def2-TZVPD
C -8.84511 -8.63567 -0.12677
C -7.81425 -8.52131 -1.23492
C -7.34554 -7.10942 -1.51422
O -6.67887 -9.25244 -0.80769
H -9.01152 -9.69297 0.07947
H -9.80332 -8.42089 -0.59986
H -8.61363 -8.15370 0.82308
H -8.35324 -8.91095 -2.09850
H -8.14850 -6.70361 -2.12959
H -6.31237 -6.93483 -1.81453
H -7.39575 -6.40223 -0.68630
H -6.10683 -8.75307 -0.22032
C -5.54873 -9.42513 5.52918
C -4.23820 -8.82737 5.00433
C -3.25979 -9.95887 4.89279
O -4.42405 -8.22418 3.81422
H -5.32874 -9.98421 6.43865
H -5.94051 -10.03243 4.71322
H -6.27510 -8.62360 5.66353
H -3.82946 -7.99045 5.57054
H -3.07909 -10.30306 5.91111
H -2.31394 -9.57234 4.51323
H -3.65601 -10.89693 4.50402
H -5.00329 -7.48631 4.01827
C -8.19337 -17.08116 4.76825
C -7.04443 -17.85083 5.57128
C -7.43797 -19.32354 5.79252
O -5.92099 -17.75864 4.76026
H -8.37876 -17.69726 3.88839
H -7.82467 -16.07563 4.56562
H -9.04684 -17.04545 5.44531
H -6.83387 -17.54964 6.59746
H -8.16018 -19.39163 6.60608
H -6.62920 -19.98048 6.11255
H -7.80760 -19.65829 4.82329
H -5.16690 -18.22510 5.12817
O 0.19586 -14.24802 8.52646
H -0.54889 -14.33750 7.93183
H 0.96410 -14.37415 7.96956
O -7.19364 -3.72335 4.65803
H -8.09856 -3.42698 4.75567
H -6.73843 -3.35853 5.41692
```

=====

The calculated energies rank the structures as follows, beginning with the most stable: arrangement P, arrangement Q.

=====

Arrangement P

C17H56N6O11 | ωB97M-V/def2-TZVPD

Summary:
HOMO energy = -8.605 eV
SMILES = NC(N)=O.NC(N)=O.NC(N)=O.CC(C)O.CC(C)O.CC(C)O.CO.CO.CO.CO.CO

```
90
C17H56N6O11 ωB97M-V/def2-TZVPD
N -2.11764 2.50292 1.05122
C -2.58364 3.13792 2.07222
N -3.72164 3.69292 1.83822
O -1.90464 3.09092 3.32522
H -1.34864 1.84292 1.16822
H -2.75964 2.31892 0.20722
H -4.28864 3.94492 2.72922
H -4.26364 3.47892 1.01022
N 1.94136 -2.21308 2.94322
C 1.35436 -3.13708 2.20422
N 0.07936 -3.08608 2.10422
O 2.16936 -4.07908 1.53122
H 2.89636 -2.35708 2.98222
H 1.47836 -1.42808 3.44022
H -0.37964 -3.62508 1.34322
H -0.61064 -2.43108 2.47122
N 0.20836 -3.76308 -1.07778
C -1.04064 -3.52008 -0.82178
N -1.58664 -4.21608 0.15822
O -1.72564 -2.46708 -1.38578
H 0.68836 -2.99108 -1.62478
H 0.79836 -4.43508 -0.48578
H -2.54464 -3.94108 0.45922
H -1.18064 -5.14108 0.36822
C 3.59936 -0.19708 -2.33578
C 2.93936 -1.54208 -2.31478
C 3.41036 -2.34208 -1.12878
O 1.67636 -1.50408 -2.31978
H 3.19636 0.37192 -1.50678
H 3.35536 0.44192 -3.17878
H 4.65536 -0.25508 -2.13878
H 3.22536 -2.03208 -3.17578
H 4.43536 -2.66008 -1.25278
H 2.81336 -3.31508 -1.05678
H 3.29536 -1.81908 -0.16978
H 1.30836 -1.00408 -3.01678
C -2.25164 1.95192 -2.07478
C -3.67864 1.74892 -1.72578
C -3.95864 0.29792 -1.35978
O -4.22564 2.40892 -0.78478
H -1.63864 1.84792 -1.19578
H -2.06964 2.94792 -2.53178
H -1.96764 1.15392 -2.74678
H -4.16464 1.94192 -2.67078
H -5.05764 0.09692 -1.18578
H -3.44364 -0.03308 -0.51078
H -3.74064 -0.38008 -2.22078
H -5.15764 2.25292 -0.84178
C 3.78636 3.01892 1.11622
C 2.74236 1.91592 1.36522
C 3.25236 0.47192 1.43722
O 1.92736 2.12792 2.30822
H 4.51936 2.92792 1.96022
H 3.38636 3.99792 1.09022
H 4.18436 2.79692 0.15422
H 2.11936 1.90192 0.50522
H 2.41836 -0.10408 1.22922
H 3.65636 0.18992 2.38622
H 4.03536 0.39692 0.71122
H 1.28736 2.80992 2.09322
C -0.13164 0.18892 4.53322
O 1.11036 0.07992 4.04522
H -0.10964 -0.27308 5.55022
H -0.84964 -0.36208 3.79722
H -0.42464 1.23592 4.67722
H 1.33336 0.90892 3.50722
C 0.98536 2.30492 -2.31278
O 0.69036 3.14392 -3.41978
H 0.33836 2.60292 -1.50578
H 1.97036 2.46292 -1.92578
H 0.89336 1.24092 -2.60678
H -0.13464 2.95492 -3.82578
C -3.05264 -0.70108 2.30822
O -1.97364 -1.38008 1.73922
H -3.89164 -0.46708 1.56722
H -2.65164 0.27692 2.73122
H -3.48864 -1.33408 3.07722
H -1.47164 -0.88708 1.08522
C 0.04636 -0.26708 -0.10778
O -0.11364 0.46192 1.07422
H -0.79264 -0.15708 -0.80378
H 0.05236 -1.31708 0.16022
H 0.98436 0.09792 -0.52578
H 0.73936 0.46192 1.50022
C -0.75964 -1.14808 -4.03878
O 0.37136 -0.43008 -4.45178
H -1.57864 -0.84408 -4.63778
H -0.85464 -0.76008 -3.01278
H -0.68164 -2.22308 -3.98878
H 0.01736 0.11792 -5.11278
```

=====

Arrangement Q

C17H56N6O11 | ωB97M-V/def2-TZVPD

Summary:
HOMO energy = -9.126 eV
SMILES = NC(N)=O.NC(N)=O.NC(N)=O.CCO.CCO.CCO.CCO.CCO.CCO.CO.CO

```
90
C17H56N6O11 ωB97M-V/def2-TZVPD
N -1.21736 -1.75337 -2.52739
C -1.94880 -0.69244 -2.81796
N -1.47006 0.00910 -3.83092
O -2.99950 -0.17830 -2.08354
H -1.54204 -2.31081 -1.75837
H -0.54373 -2.01023 -3.27000
H -1.99403 0.80871 -4.22201
H -0.62406 -0.23128 -4.30506
N -1.39175 -0.80190 1.79432
C -1.79194 -1.38250 2.88678
N -1.11738 -2.41642 3.17846
O -2.78291 -0.85379 3.71542
H -1.84061 0.11368 1.67000
H -0.51110 -0.90002 1.31287
H -1.44981 -2.97283 4.04836
H -0.36094 -2.90955 2.67865
N 1.49521 0.12940 -3.64746
C 1.64675 -0.94670 -4.40811
N 2.41539 -0.75282 -5.45627
O 1.07232 -2.16706 -4.18114
H 0.96636 0.10745 -2.79096
H 1.81013 1.05876 -3.99325
H 2.74355 -1.62756 -5.94895
H 2.87042 0.03748 -5.79600
C -2.45021 -4.71319 -0.99353
C -2.68441 -3.68752 0.11206
O -1.71302 -2.70093 -0.09546
H -1.40290 -4.97017 -1.09430
H -2.87490 -4.33268 -1.87392
H -2.88824 -5.62697 -0.69473
H -2.42396 -4.08994 1.05665
H -3.69903 -3.22100 0.05962
H -1.68119 -2.18027 0.69639
C -1.53765 4.09845 -1.06768
C -2.14332 3.08498 -1.99045
O -3.00131 2.27661 -1.29301
H -0.99050 3.63748 -0.23809
H -2.28260 4.77919 -0.65171
H -0.80580 4.58746 -1.70114
H -1.37246 2.44646 -2.45806
H -2.79666 3.65279 -2.76347
H -3.16605 1.35091 -1.66633
C 1.85496 0.31472 2.62908
C 2.09605 -1.15635 2.39862
O 3.43538 -1.32452 2.00255
H 2.30139 0.86867 1.75745
H 2.31755 0.66347 3.54169
H 0.84064 0.58131 2.72089
H 1.51375 -1.54185 1.55707
H 1.84779 -1.81863 3.23379
H 3.63549 -2.26857 2.13506
C 1.18381 3.46841 2.37565
C 0.28364 4.70661 2.42067
O 0.57849 5.55067 1.31948
H 2.15622 3.87212 2.75678
H 1.30494 3.00292 1.42675
H 0.81370 2.80910 3.11327
H 0.34710 5.12984 3.40753
H -0.77979 4.40974 2.36868
H -0.16626 6.08742 1.09602
C 1.43516 -3.48381 -1.24195
C 2.70402 -3.29979 -0.45842
O 2.69299 -4.36288 0.48838
H 1.53422 -4.34773 -1.85485
H 1.12341 -2.62260 -1.85740
H 0.61562 -3.66917 -0.64494
H 2.66231 -2.44021 0.08385
H 3.57894 -3.29451 -1.09581
H 3.40601 -4.12756 1.14034
C -1.86453 1.91512 3.77047
C -2.78364 2.03290 2.51550
O -2.05234 1.84272 1.37645
H -2.46802 1.82896 4.70368
H -1.32156 2.79554 3.85952
H -1.19507 1.10348 3.75384
H -3.24366 2.97671 2.61146
H -3.59570 1.29237 2.63136
H -2.61019 2.12736 0.65134
C 0.24173 0.91302 -0.62245
O 0.56120 -0.43900 -0.52979
H -0.82082 0.91324 -0.70536
H 0.69173 1.45569 -1.36615
H 0.31375 1.47794 0.25980
H -0.10707 -0.91945 -0.97485
C 3.83958 1.02682 -0.68331
O 4.67554 0.64631 0.35832
H 4.43775 1.36293 -1.51279
H 3.21454 1.90217 -0.49749
H 3.13873 0.19168 -0.94396
H 4.11061 0.09804 0.93386
```

=====

The calculated energies rank the structures as follows, beginning with the most stable: arrangement Q, arrangement P.

=====

Arrangement P

C6H6O3S | ωB97M-V/def2-TZVPD

Summary:
HOMO energy = -8.577 eV
SMILES = CC(=O)OOc1cccs1

```
16
C6H6O3S ωB97M-V/def2-TZVPD
C -3.06524 0.12914 -0.30250
C -2.25329 -1.10081 0.01130
O -2.61870 -2.23275 -0.01469
O -1.01581 -0.67711 0.34940
O -0.13170 -1.72392 0.76143
C 1.16713 -1.35573 0.62978
C 1.74083 -0.17222 0.29639
C 3.15535 -0.25724 0.30388
C 3.61107 -1.48518 0.64057
S 2.32592 -2.59977 0.95342
H -3.54203 0.46757 0.61528
H -3.83470 -0.12728 -1.02411
H -2.42776 0.92192 -0.68141
H 1.18621 0.71554 0.05774
H 3.79374 0.57502 0.06987
H 4.62315 -1.82313 0.73106
```

=====

Arrangement Q

C6H6O3S | ωB97M-V/def2-TZVPD

Summary:
HOMO energy (alpha / beta) = -9.351 / -9.350 eV
SMILES = CC1=CS(=O)(=O)OC=C=C1

```
16
C6H6O3S ωB97M-V/def2-TZVPD
C -0.41895 -2.15704 -0.99303
C -0.22704 -0.73691 -0.51451
C 0.88713 -0.42193 0.23253
S 1.55260 1.16769 0.65626
O 2.27971 0.87331 1.83063
O 2.12329 1.82391 -0.47154
O 0.43204 2.27772 1.25231
C -0.90814 1.98179 1.11902
C -1.35935 1.31676 0.07281
C -1.13548 0.31685 -0.75615
H -1.04726 -2.52980 -0.15222
H 0.61040 -2.73697 -1.03907
H -0.95259 -2.42154 -1.89890
H 1.50246 -1.35134 0.44605
H -1.59622 2.49612 1.88163
H -1.74259 0.10137 -1.66580
```

=====

The calculated energies rank the structures as follows, beginning with the most stable: arrangement P, arrangement Q.